Record 1
The following is a quantum chemistry calculation of the ion C2H8N4O with charge +2, from the Open Molecules 2025 dataset.

Element x y z (Å)
C -1.75 -0.02 0.12
C 1.39 -0.90 0.74
N -1.20 1.23 0.03
N -0.66 -0.84 -0.55
N 0.11 1.53 -0.05
N 0.62 -0.67 -0.52
O -2.77 -0.52 0.30
H 1.07 -0.57 1.70
H 1.42 -1.97 0.64
H 2.45 -0.67 0.52
H -1.82 1.92 -0.44
H -1.02 -1.26 -1.42
H 0.46 2.33 -0.59
H 0.67 1.58 0.78
H 1.04 -1.18 -1.26

Highest occupied orbital energy (spin up / spin down)   -20.721 / -20.356 eV
Calculated total energy   -10187.76329 eV
Lowest unoccupied orbital energy (spin up / spin down)   -12.17 / -12.52 eV
Orbital gap (spin up / spin down)   8.55 / 7.83 eV
ΔE to the lowest compared entry with this formula, charge and spin   485.19 kJ/mol
Charge   +2


Record 2
The following is a quantum chemistry calculation of an isolated molecule of C2H8N4O2, from the Open Molecules 2025 dataset.

Element x y z (Å)
C -1.87 -0.88 -0.37
C 0.24 -0.23 -0.16
H -2.81 -0.38 -0.03
H -1.76 -1.04 -1.68
H -1.41 -1.72 0.35
H -1.45 0.07 1.55
H 2.31 0.30 -0.37
H 0.96 2.54 0.66
H 0.59 2.45 -0.91
H 2.29 -2.36 -0.04
N -1.10 0.17 -0.25
N 1.36 0.71 -0.06
N 1.36 2.18 -0.18
N 0.62 -1.42 0.20
O -1.37 0.99 0.89
O 2.06 -1.39 0.40

Highest occupied orbital energy   -8.879 eV
Calculated total energy   -12251.03878 eV
Lowest unoccupied orbital energy   0.69 eV
Orbital gap   9.57 eV
SMILES   CN(O)/C(=N/O)NN
ΔE to the lowest compared entry with this formula, charge and spin   966.50 kJ/mol
Charge   0


Record 3
The following is a quantum chemistry calculation of a structure of composition C2H8N4O2Sn, from the Open Molecules 2025 dataset.

Element x y z (Å)
Sn 0.23 -0.62 2.27
C 0.82 -1.46 0.05
O 0.60 -2.05 1.06
N 1.92 -0.82 -0.22
N -0.03 -1.34 -0.92
H 2.57 -0.83 0.55
H 1.85 -0.07 -0.89
H 0.27 -0.81 -1.73
H -0.96 -1.74 -0.89
C -0.49 1.08 0.39
O 0.50 0.57 0.97
N -0.46 1.41 -0.88
N -1.65 1.34 0.94
H -1.30 1.81 -1.28
H 0.42 1.15 -1.30
H -2.32 1.76 0.30
H -1.97 0.63 1.59

Highest occupied orbital energy   -19.194 eV
Calculated total energy   -18071.80013 eV
Lowest unoccupied orbital energy   -9.52 eV
Orbital gap   9.67 eV
ΔE to the lowest compared entry with this formula, charge and spin   430.31 kJ/mol
Charge   +2


Record 4
The following is a quantum chemistry calculation of an isolated molecule of C2H8N4S, from the Open Molecules 2025 dataset.

Element x y z (Å)
C 0.47 -1.84 0.90
C 0.39 0.95 -0.70
H 0.25 -2.88 1.03
H 1.52 -1.78 1.24
H -0.18 -1.26 1.67
H -0.39 -1.57 -0.90
H 1.99 -0.27 -1.25
H -1.12 -0.04 0.28
H -1.12 2.62 0.71
H -1.98 2.48 -0.61
N 0.50 -1.42 -0.50
N 1.00 -0.24 -0.89
N -0.78 0.85 -0.10
N -1.61 1.93 0.19
S 1.07 2.45 -1.08

Highest occupied orbital energy   -8.250 eV
Calculated total energy   -18997.43551 eV
Lowest unoccupied orbital energy   0.77 eV
Orbital gap   9.02 eV
SMILES   CNNC(=S)NN
ΔE to the lowest compared entry with this formula, charge and spin   67.62 kJ/mol
Charge   0


Record 5
The following is a quantum chemistry calculation of the ion C2H8N5OS with charge +1, from the Open Molecules 2025 dataset.

Element x y z (Å)
C -0.31 1.59 -0.76
C -0.63 -0.92 0.18
N -1.18 2.32 -1.49
N -1.72 -1.72 0.30
N 0.53 -1.29 0.78
N 1.66 -0.61 1.05
N 0.93 1.76 -0.44
O -0.96 0.30 -0.37
S 3.18 -1.50 0.81
H -1.92 1.94 -1.90
H -1.08 3.29 -1.57
H -1.53 -2.68 0.66
H -2.70 -1.34 0.15
H 0.40 -2.12 1.40
H 1.29 2.64 -0.74
H 1.82 0.34 0.58
H 3.19 -2.10 2.01

Highest occupied orbital energy   -12.671 eV
Calculated total energy   -22528.25664 eV
Lowest unoccupied orbital energy   -3.41 eV
Orbital gap   9.26 eV
SMILES   [H]/N=C(\N)O/C(N)=[NH+]\NS
ΔE to the lowest compared entry with this formula, charge and spin   201.08 kJ/mol
Charge   +1


Record 6
The following is a quantum chemistry calculation of a structure of composition C2H8N9, from the Open Molecules 2025 dataset.

Element x y z (Å)
C 1.20 -0.38 -0.74
C -2.44 0.92 1.16
N -3.06 1.11 2.18
N -1.17 -0.33 1.81
N -2.57 0.32 3.29
N -1.62 -0.54 2.93
N 0.18 -0.21 0.05
N 2.23 -1.27 -0.66
N 1.27 0.50 -1.81
N -2.55 1.27 -0.13
N -0.05 -0.84 1.25
H 2.19 -2.09 -0.10
H 2.87 -1.27 -1.48
H 0.62 1.30 -1.76
H 2.11 0.55 -2.34
H -3.33 1.96 -0.36
H -2.01 0.91 -0.96
H 0.66 -0.77 1.89
H -3.30 0.05 4.01

Highest occupied orbital energy   -11.903 eV
Calculated total energy   -15603.22664 eV
Lowest unoccupied orbital energy   -3.45 eV
Orbital gap   8.46 eV
Charge   +1


Record 7
The following is a quantum chemistry calculation of a cluster of 2 separate species, C2H8NO in total, from the Open Molecules 2025 dataset.

Element x y z (Å)
O -2.42 0.82 -0.25
H -2.85 0.10 -0.72
C 0.92 0.09 -1.04
N 0.16 0.51 0.11
C 0.40 -0.35 1.27
H 0.50 0.58 -1.91
H 1.94 0.45 -0.98
H 0.94 -1.01 -1.20
H -0.93 0.49 -0.08
H -0.34 -1.16 1.36
H 0.28 0.24 2.19
H 1.41 -0.78 1.25

Highest occupied orbital energy   -2.777 eV
Calculated total energy   -5740.58037 eV
Lowest unoccupied orbital energy   4.51 eV
Orbital gap   7.29 eV
ΔE to the lowest compared entry with this formula, charge and spin   57.25 kJ/mol
Charge   -1


Record 8
The following is a quantum chemistry calculation of a cluster of 2 separate species, C2H8NO in total, from the Open Molecules 2025 dataset.

Element x y z (Å)
O 1.16 -0.59 -2.55
H 1.07 0.37 -2.35
C -0.86 1.00 0.86
C -0.45 -0.56 0.52
N 0.85 -0.85 0.17
H -1.20 1.56 -0.01
H -1.60 0.91 1.65
H 0.06 1.47 1.24
H -0.73 -1.01 1.52
H -1.22 -0.82 -0.20
H 1.35 -0.97 -1.66
H 1.57 -0.52 0.80

Highest occupied orbital energy   -1.602 eV
Calculated total energy   -5740.24129 eV
Lowest unoccupied orbital energy   4.85 eV
Orbital gap   6.45 eV
ΔE to the lowest compared entry with this formula, charge and spin   89.97 kJ/mol
Charge   -1


Record 9
The following is a quantum chemistry calculation of a cluster of 2 separate species, C2H8NO2 in total, from the Open Molecules 2025 dataset.

Element x y z (Å)
C 0.28 -1.01 -0.56
O -0.16 -1.37 0.70
C -0.43 0.22 -1.16
N -0.05 1.50 -0.56
H 0.14 -1.88 -1.23
H 1.38 -0.83 -0.59
H -1.50 0.09 -1.04
H -0.22 0.25 -2.24
H 0.95 1.57 -0.70
H -0.14 1.38 0.45
H -0.33 0.12 3.13
H -0.04 -0.55 1.46
O 0.13 0.51 2.35

Highest occupied orbital energy   -3.826 eV
Calculated total energy   -7789.13542 eV
Lowest unoccupied orbital energy   4.49 eV
Orbital gap   8.32 eV
ΔE to the lowest compared entry with this formula, charge and spin   4.77 kJ/mol
Charge   -1


Record 10
The following is a quantum chemistry calculation of a cluster of 3 separate species, C2H8NO2 in total, from the Open Molecules 2025 dataset.

Element x y z (Å)
C 0.49 -1.06 -0.31
N -0.69 -0.24 -0.27
C 0.22 1.93 -1.28
O 1.10 1.95 -0.40
H 0.45 -1.70 -1.20
H 1.46 -0.49 -0.41
H 0.62 -1.54 0.69
H -0.36 0.76 -0.59
H 0.47 1.56 -2.30
H -0.52 2.76 -1.29
H -1.05 -0.51 0.64
H -0.67 -2.77 2.48
O -1.05 -2.04 1.99

Highest occupied orbital energy   -2.561 eV
Calculated total energy   -7785.32102 eV
Lowest unoccupied orbital energy   2.99 eV
Orbital gap   5.55 eV
ΔE to the lowest compared entry with this formula, charge and spin   372.80 kJ/mol
Charge   -1


Record 11
The following is a quantum chemistry calculation of a cluster of 2 separate species, C2H8NO2 in total, from the Open Molecules 2025 dataset.

Element x y z (Å)
C 1.43 0.25 0.21
N 0.17 -0.42 0.49
C -0.43 -1.12 -0.71
O 0.02 -0.70 -1.82
H 2.27 -0.56 0.08
H 1.59 0.91 1.04
H 1.45 0.68 -0.68
H 0.32 -1.06 1.29
H -1.56 -0.99 -0.45
H -0.17 -2.29 -0.67
H -1.19 1.14 0.48
H -2.14 2.19 -0.04
O -1.76 1.99 0.78

Highest occupied orbital energy (spin up / spin down)   -9.580 / -9.629 eV
Calculated total energy   -7785.39443 eV
Lowest unoccupied orbital energy (spin up / spin down)   0.74 / -2.25 eV
Orbital gap (spin up / spin down)   10.32 / 7.38 eV
ΔE to the lowest compared entry with this formula, charge and spin   105.11 kJ/mol
Multiplicity   2
Charge   0


Record 12
The following is a quantum chemistry calculation of a cluster of 2 separate species, C2H8NO2 in total, from the Open Molecules 2025 dataset.

Element x y z (Å)
C 1.98 -0.81 0.54
N 0.66 -1.03 -0.43
H 2.43 0.14 0.21
H 2.72 -1.58 0.35
H 1.57 -1.00 1.58
H 0.84 -1.16 -1.34
H 0.42 -1.98 -0.19
H -0.03 -0.21 -0.36
O -0.99 1.00 0.24
C -1.98 1.33 -0.38
O -2.89 2.16 0.12
H -2.20 0.86 -1.30
H -2.54 2.29 0.97

Highest occupied orbital energy   -15.840 eV
Calculated total energy   -7781.61842 eV
Lowest unoccupied orbital energy   -3.44 eV
Orbital gap   12.40 eV
ΔE to the lowest compared entry with this formula, charge and spin   129.31 kJ/mol
Charge   +1


Record 13
The following is a quantum chemistry calculation of the ion C2H8NOS with charge +1, from the Open Molecules 2025 dataset.

Element x y z (Å)
C 0.31 -0.89 2.10
C 0.56 0.03 -0.36
N -0.30 1.27 -1.03
O 0.65 0.17 0.98
S 2.16 0.20 -1.34
H -0.71 -0.66 2.40
H 1.07 -1.07 2.94
H 0.47 -1.75 1.47
H -0.02 -0.89 -0.81
H 0.41 1.57 -1.64
H -0.44 2.03 -0.36
H -1.16 1.22 -1.55
H 3.14 -0.09 -0.49

Highest occupied orbital energy   -14.207 eV
Calculated total energy   -16567.46944 eV
Lowest unoccupied orbital energy   -3.43 eV
Orbital gap   10.78 eV
SMILES   CO[C@@H]([NH3+])S
ΔE to the lowest compared entry with this formula, charge and spin   267.72 kJ/mol
Charge   +1


Record 14
The following is a quantum chemistry calculation of a cluster of 2 separate species, C2H8NOS in total, from the Open Molecules 2025 dataset.

Element x y z (Å)
C 1.56 0.01 0.38
C -0.63 0.91 0.82
N 0.31 0.57 -0.18
O -1.36 -1.13 -1.39
S -2.68 -1.15 -0.33
H 1.39 -1.00 0.73
H 2.35 0.01 -0.36
H 1.88 0.62 1.23
H -0.67 0.32 1.71
H -1.39 1.63 0.61
H -0.16 -0.15 -0.83
H 0.51 1.40 -0.75
H -1.10 -2.03 -1.65

Highest occupied orbital energy (spin up / spin down)   -13.149 / -13.713 eV
Calculated total energy   -16566.05319 eV
Lowest unoccupied orbital energy (spin up / spin down)   -3.78 / -6.23 eV
Orbital gap (spin up / spin down)   9.37 / 7.48 eV
ΔE to the lowest compared entry with this formula, charge and spin   0.00 kJ/mol
Multiplicity   3
Charge   +1


Record 15
The following is a quantum chemistry calculation of a structure of composition C2H8NOSi, from the Open Molecules 2025 dataset.

Element x y z (Å)
C 0.14 -1.63 -0.51
C 0.48 1.73 -0.35
N -1.37 -0.49 -0.17
O -2.31 -0.94 0.59
Si -0.09 0.27 0.71
H 1.12 -1.11 -0.75
H 0.33 -2.49 0.35
H -0.39 -2.21 -1.38
H -0.32 1.87 -1.07
H 0.43 2.77 0.09
H 1.48 1.61 -0.88
H -0.61 1.02 1.94
H 1.10 -0.41 1.43

Highest occupied orbital energy   -2.305 eV
Calculated total energy   -13615.19828 eV
Lowest unoccupied orbital energy   4.31 eV
Orbital gap   6.62 eV
ΔE to the lowest compared entry with this formula, charge and spin   657.06 kJ/mol
Charge   -1


Record 16
The following is a quantum chemistry calculation of a cluster of 2 separate species, C2H8NPS in total, from the Open Molecules 2025 dataset.

Element x y z (Å)
C 1.52 -1.71 0.46
C -0.93 -0.47 1.50
N -0.35 1.06 -1.72
P 0.13 -1.96 1.34
S -0.41 -3.58 2.26
H 2.19 -2.53 0.30
H 1.68 -0.77 -0.02
H -0.56 0.14 2.32
H -0.87 0.08 0.56
H -1.95 -0.79 1.72
H -1.32 1.36 -1.82
H 0.22 1.90 -1.69
H -0.11 0.55 -2.56

Highest occupied orbital energy   -8.246 eV
Calculated total energy   -23817.47026 eV
Lowest unoccupied orbital energy   0.58 eV
Orbital gap   8.82 eV
SMILES   C=P(C)=S.N
ΔE to the lowest compared entry with this formula, charge and spin   0.00 kJ/mol
Charge   0


Record 17
The following is a quantum chemistry calculation of a cluster of 2 separate species, C2H8NS in total, from the Open Molecules 2025 dataset.

Element x y z (Å)
N -2.25 1.76 -0.84
H -2.91 2.16 -0.20
H -2.32 0.78 -0.70
H -1.26 1.88 -0.57
C 1.64 -0.97 -0.21
C 0.56 -0.83 0.81
S 0.19 0.94 1.13
H 1.77 -0.01 -0.73
H 1.35 -1.72 -1.00
H 2.66 -1.26 0.08
H 0.90 -1.34 1.74
H -0.34 -1.38 0.50

Highest occupied orbital energy   -2.377 eV
Calculated total energy   -14529.64932 eV
Lowest unoccupied orbital energy   4.39 eV
Orbital gap   6.77 eV
ΔE to the lowest compared entry with this formula, charge and spin   42.85 kJ/mol
Charge   -1


Record 18
The following is a quantum chemistry calculation of a cluster of 2 separate species, C2H8NS in total, from the Open Molecules 2025 dataset.

Element x y z (Å)
S -2.95 -0.61 -0.31
H -4.15 0.00 -0.20
C 1.09 -0.59 -0.89
C 0.21 0.20 0.08
N 1.05 0.82 1.16
H 0.44 -1.17 -1.55
H 1.78 0.12 -1.37
H 1.90 -1.13 -0.39
H -0.28 0.96 -0.51
H -0.50 -0.48 0.54
H 0.52 1.63 1.47
H 0.87 0.24 1.97

Highest occupied orbital energy   -2.544 eV
Calculated total energy   -14529.51645 eV
Lowest unoccupied orbital energy   4.23 eV
Orbital gap   6.77 eV
ΔE to the lowest compared entry with this formula, charge and spin   55.67 kJ/mol
Charge   -1


Values for molecular weight, g mol⁻¹, ordered as above
104.1, 120.1, 238.8, 120.2, 150.2, 158.1, 62.1, 62.1, 78.1, 78.1, 78.1, 78.1, 94.2, 94.2, 90.2, 109.1, 78.2, 78.2